P:
Molecular formula: C18H36O18
Method: DFT, wB97M-V/def2-TZVPD

CARTESIAN COORDINATES (ANGSTROEM)
C 0.7104 -0.1331 2.6127
O -0.4567 -0.9113 2.3192
C -1.0203 -0.7393 1.1343
O -0.5867 -0.0722 0.2281
O -2.1627 -1.4178 1.1097
C -2.7089 -1.6290 -0.1870
H 1.5898 -0.4707 2.0723
H 0.8303 -0.1829 3.6907
H 0.5949 0.9232 2.3701
H -3.0937 -0.6923 -0.5928
H -3.5445 -2.3141 -0.0902
H -1.9729 -2.0446 -0.8720
C -1.9859 1.9557 -2.3940
O -1.8086 0.9493 -3.3746
C -1.6941 1.3161 -4.6387
O -1.7657 2.4425 -5.0617
O -1.5103 0.2164 -5.3619
C -1.2881 0.4206 -6.7635
H -2.2194 1.4957 -1.4379
H -2.8452 2.5691 -2.6758
H -1.0849 2.5579 -2.2943
H -0.5800 -0.3417 -7.0742
H -0.9926 1.4412 -6.9740
H -2.2176 0.2004 -7.3023
C 4.3672 -0.4121 0.8522
O 3.9706 0.0648 2.1357
C 4.8189 0.0193 3.1441
O 5.9646 -0.3422 3.0987
O 4.1735 0.4600 4.2320
C 4.9398 0.5459 5.4252
H 5.4421 -0.5152 0.7369
H 3.8938 0.2688 0.1475
H 3.9076 -1.3850 0.6862
H 5.2637 1.5786 5.5747
H 5.8056 -0.1083 5.3843
H 4.3097 0.2762 6.2694
C 4.8648 3.2889 0.7690
O 3.5904 3.0031 1.3056
C 2.5341 3.3020 0.5538
O 2.5480 3.7812 -0.5480
O 1.4508 2.9566 1.2375
C 0.2103 3.0999 0.5497
H 4.9178 4.3286 0.4353
H 5.1054 2.6384 -0.0695
H 5.5783 3.1732 1.5793
H 0.1261 2.3042 -0.1892
H 0.1676 4.0405 -0.0014
H -0.5590 3.0403 1.3083
C 2.0491 -3.5534 2.8831
O 2.4686 -3.0913 1.5881
C 1.6433 -3.3400 0.5693
O 0.6779 -4.0554 0.5834
O 2.0642 -2.6386 -0.4723
C 1.2115 -2.6418 -1.6277
H 1.5099 -4.4905 2.7946
H 1.5169 -2.7579 3.3959
H 2.9736 -3.7526 3.4253
H 1.8020 -2.1912 -2.4207
H 0.3198 -2.0620 -1.4115
H 0.9848 -3.6584 -1.9466
C -5.2341 -0.5429 -2.9647
O -5.4833 -1.1931 -1.7374
C -6.2965 -0.5617 -0.8944
O -6.8351 0.4923 -1.0863
O -6.4014 -1.3155 0.1995
C -7.1096 -0.7455 1.2906
H -6.1627 -0.3085 -3.4979
H -4.6507 -1.1249 -3.6710
H -4.7439 0.4192 -2.8017
H -8.1331 -1.1231 1.3112
H -7.1466 0.3400 1.2287
H -6.6030 -1.0502 2.2025

The HOMO energy is -10.9 eV. The calculation puts the HOMO-LUMO gap at 11.47 eV. The SMILES is COC(=O)OC.COC(=O)OC.COC(=O)OC.COC(=O)OC.COC(=O)OC.COC(=O)OC. As for the net charge: 0.

=====

Q:
Molecular formula: C18H36O18
Method: DFT, wB97M-V/def2-TZVPD

CARTESIAN COORDINATES (ANGSTROEM)
C -0.6459 3.4074 -3.1497
O -0.6271 3.8953 -1.8533
C 0.3808 3.4429 -1.0589
O 1.2739 2.6954 -1.4257
O 0.1946 3.9225 0.1732
C 1.2687 3.5796 1.1128
H -1.4193 3.8388 -3.7633
H -0.7520 2.3282 -3.1693
H 0.3007 3.5710 -3.6757
H 1.3883 2.5187 1.1665
H 0.9381 3.9525 2.1005
H 2.1960 3.9398 0.8119
C -3.4398 -2.6274 0.2814
O -3.1628 -1.7842 1.3511
C -4.2348 -1.0477 1.6602
O -5.2961 -1.0517 1.1321
O -3.8710 -0.1457 2.5309
C -4.8289 0.7397 3.0235
H -4.4284 -3.1326 0.4949
H -2.5495 -3.3481 0.2894
H -3.5445 -1.9434 -0.6230
H -5.5959 0.2277 3.6585
H -5.3603 1.0532 2.1136
H -4.2785 1.5580 3.5190
C 5.9595 -5.7118 -4.7008
O 5.2896 -4.6729 -3.9764
C 4.7170 -5.0029 -2.7941
O 4.5286 -6.1084 -2.3953
O 4.2927 -3.8300 -2.2572
C 3.7975 -3.9116 -0.8690
H 6.1828 -5.3571 -5.6901
H 5.3457 -6.6211 -4.7390
H 6.9496 -5.9181 -4.1942
H 3.4255 -2.9699 -0.5566
H 4.5379 -4.3291 -0.1883
H 2.9072 -4.5239 -0.9809
C -1.7195 5.9520 1.4344
O -2.5658 5.0485 0.6823
C -2.4163 3.7352 0.9178
O -1.8499 3.2965 1.8951
O -2.9740 2.9155 0.0624
C -3.7783 3.4748 -0.9939
H -2.2845 6.8369 1.8472
H -1.0745 6.2442 0.6786
H -1.2993 5.4876 2.2984
H -4.1239 2.6832 -1.6724
H -3.1726 4.1517 -1.6370
H -4.6949 4.0368 -0.5970
C 0.5839 0.4028 3.1516
O 1.6217 -0.6438 3.2303
C 1.1029 -1.8562 3.3953
O -0.0435 -2.1369 3.6592
O 2.0970 -2.7424 3.2884
C 1.7378 -4.0246 3.9325
H 1.0801 1.3585 2.8981
H 0.0599 0.4655 4.0486
H -0.0596 0.0432 2.3895
H 2.5391 -4.7320 3.8964
H 0.8262 -4.3975 3.4581
H 1.4219 -3.7399 4.9294
C -1.1270 0.2012 -0.2472
O -0.6613 0.2640 -1.5700
C 0.5889 -0.2147 -1.7365
O 1.3132 -0.5123 -0.8187
O 0.8610 -0.3561 -3.0629
C 2.2295 -0.5712 -3.3080
H -0.8510 -0.7548 0.1578
H -2.2224 0.2242 -0.2389
H -0.6998 0.9323 0.4360
H 2.7323 -0.9212 -2.3821
H 2.6422 0.4110 -3.5739
H 2.3406 -1.1951 -4.2077

The HOMO energy is -10.6 eV. The calculation puts the HOMO-LUMO gap at 11.27 eV. The SMILES is COC(=O)OC.COC(=O)OC.COC(=O)OC.COC(=O)OC.COC(=O)OC.COC(=O)OC. As for the net charge: 0.

=====

Computed stability ranking, most favorable first: P, Q